{
  "formula": "C32H62BrFN2O34S9",
  "method": "ωB97M-V/def2-TZVPD",
  "species": ["H", "N", "C", "C", "C", "C", "C", "O", "C", "C", "O", "C", "C", "C", "O", "Br", "C", "C", "S", "C", "C", "N", "C", "C", "C", "O", "C", "S", "O", "O", "F", "H", "H", "H", "H", "H", "H", "H", "H", "H", "H", "H", "H", "H", "H", "H", "H", "H", "H", "H", "H", "H", "H", "H", "H", "H", "H", "H", "H", "H", "H", "H", "H", "H", "O", "S", "O", "O", "C", "C", "O", "H", "H", "H", "H", "O", "S", "O", "O", "C", "C", "O", "H", "H", "H", "H", "O", "S", "O", "O", "C", "C", "O", "H", "H", "H", "H", "O", "S", "O", "O", "C", "C", "O", "H", "H", "H", "H", "O", "S", "O", "O", "C", "C", "O", "H", "H", "H", "H", "O", "S", "O", "O", "C", "C", "O", "H", "H", "H", "H", "O", "S", "O", "O", "C", "C", "O", "H", "H", "H", "H"],
  "coordinates": [[-3.578810, -0.663747, -3.528585], [-3.014085, -1.128076, -4.248299], [-2.111862, -1.840629, -3.702356], [-1.222895, -2.632262, -4.681732], [-2.021848, -1.943820, -2.155970], [-1.436632, -0.728820, -1.363350], [-2.416510, -0.585243, -0.115406], [-0.213065, -0.864848, -0.726644], [0.942029, -1.285209, -1.421915], [1.155903, -2.849863, -1.480063], [1.183011, -3.345977, -2.804015], [2.128006, -4.410551, -2.902037], [1.238683, -0.627969, -2.796312], [2.693171, -0.707569, -3.265628], [3.437346, -1.616271, -3.161342], [3.398642, 0.943126, -4.121079], [2.134823, -0.814274, -0.481074], [1.756980, -1.259698, 1.004557], [3.226047, -1.899379, 1.922690], [3.931913, -3.298320, 0.996023], [5.261136, -3.803298, 1.641009], [2.245678, 0.645489, -0.478664], [3.342128, 1.131069, 0.377189], [3.609507, 2.652354, 0.138485], [4.293979, 2.847907, -1.229419], [5.322095, 3.840375, -1.188854], [6.096073, 3.619619, -2.388743], [-1.714171, 0.945244, -2.163604], [-3.089262, 1.358763, -2.076833], [-0.938471, 1.878672, -1.389712], [-1.183715, 1.050105, -3.681709], [-0.919038, -3.584298, -4.225769], [-1.877028, -2.891194, -5.534567], [-0.395056, -2.041916, -5.098196], [-3.065910, -2.109360, -1.834585], [-1.526325, -2.905216, -1.925231], [-2.186166, -1.419209, 0.561150], [-3.464598, -0.556791, -0.435575], [-2.128070, 0.364741, 0.370740], [0.334685, -3.293523, -0.871313], [2.092055, -3.152239, -0.981371], [3.150140, -4.083045, -2.637363], [1.797993, -5.226377, -2.228665], [2.177132, -4.795465, -3.932933], [0.598443, -0.979471, -3.621450], [1.021834, 0.450878, -2.684887], [3.073008, -1.336555, -0.700227], [1.024029, -2.083849, 1.026211], [1.349865, -0.408545, 1.570066], [4.160972, -3.073108, -0.062189], [3.232430, -4.158849, 1.031491], [6.015394, -3.011512, 1.510028], [5.550205, -4.711406, 1.079111], [5.127321, -4.117746, 2.682274], [1.388526, 1.050563, -0.101593], [4.239890, 0.517518, 0.177818], [3.122421, 1.048678, 1.465452], [2.622542, 3.146196, 0.209723], [4.239333, 2.988857, 0.982578], [4.735959, 1.872833, -1.522036], [3.538668, 3.092125, -2.002964], [5.371679, 3.420793, -3.201399], [6.687128, 2.691958, -2.260597], [6.717501, 4.499654, -2.603497], [-7.564016, -3.687433, -3.202762], [-6.622048, -3.097304, -4.083621], [-5.297556, -3.585327, -4.220209], [-6.562687, -1.518056, -3.774114], [-6.886260, -0.777901, -4.956743], [-7.809850, -1.684565, -5.743423], [-7.279568, -2.999590, -5.547750], [-5.959642, -0.583969, -5.502084], [-7.356990, 0.167408, -4.696687], [-7.836338, -1.435524, -6.801152], [-8.825298, -1.664723, -5.340237], [3.568629, -4.687091, 4.269360], [2.834212, -3.945477, 5.229011], [3.372230, -2.816409, 5.900193], [2.264767, -4.973392, 6.327372], [0.837081, -4.884218, 6.384872], [0.418036, -4.458327, 4.994297], [1.424410, -3.527282, 4.582049], [0.571565, -4.129624, 7.128461], [0.407602, -5.840947, 6.672271], [-0.564355, -3.992983, 4.979010], [0.431104, -5.301659, 4.299484], [-3.409065, 3.633501, -9.017272], [-2.265660, 4.243533, -8.438727], [-1.746958, 5.477782, -8.903696], [-1.079090, 3.156418, -8.407989], [-0.630813, 2.963249, -7.062240], [-1.841757, 3.254803, -6.202693], [-2.492345, 4.354042, -6.849442], [0.176089, 3.672780, -6.865586], [-0.260779, 1.949783, -6.924971], [-1.572064, 3.513465, -5.181852], [-2.532780, 2.408288, -6.193438], [-7.296722, -0.991484, 3.227479], [-6.351820, -0.395743, 2.352581], [-5.024393, -0.882213, 2.199427], [-6.286233, 1.177157, 2.690433], [-6.609727, 1.941082, 1.525014], [-7.538296, 1.055069, 0.721121], [-7.014288, -0.264828, 0.886980], [-5.683900, 2.142801, 0.980687], [-7.076007, 2.882586, 1.805975], [-7.565983, 1.327175, -0.331275], [-8.552745, 1.070931, 1.127396], [-6.926779, -1.242327, 6.225964], [-8.190408, -0.660687, 5.945351], [-8.558280, -0.244185, 4.645066], [-8.419741, 0.558506, 6.982192], [-9.613231, 0.335898, 7.735915], [-9.761078, -1.170622, 7.801817], [-9.341009, -1.635871, 6.517046], [-10.447308, 0.793597, 7.198648], [-9.528383, 0.786097, 8.722499], [-10.782958, -1.481225, 8.005248], [-9.094275, -1.600909, 8.553232], [6.234769, 2.254790, 4.114876], [6.885762, 1.017394, 4.364952], [7.948083, 0.541554, 3.554867], [5.763805, -0.126408, 4.479974], [5.851540, -0.768976, 5.754600], [6.408977, 0.284417, 6.687133], [7.371825, 0.993869, 5.899802], [6.533708, -1.617477, 5.663296], [4.874889, -1.125226, 6.070002], [6.874946, -0.144668, 7.570596], [5.635074, 0.992679, 6.993193], [8.284960, 9.007624, -0.683641], [8.552703, 7.983853, 0.262719], [9.689492, 8.013486, 1.110183], [8.507579, 6.570271, -0.501497], [7.520469, 5.722240, 0.103297], [6.486152, 6.666900, 0.669948], [7.245188, 7.773384, 1.176084], [8.005654, 5.144691, 0.893627], [7.100068, 5.046768, -0.628620], [5.895287, 6.211983, 1.460405], [5.820042, 7.040774, -0.111127]],
  "atomic_forces_ev_per_a": [[-0.08, -0.02, -0.19], [0.02, 0.07, 0.51], [-0.01, 0.17, -0.69], [-1.08, -0.38, 0.28], [0.22, -0.75, -1.36], [-1.98, -1.81, 1.30], [0.79, 1.08, -0.49], [-0.21, 0.45, -1.56], [3.90, -0.91, -0.21], [-0.95, 0.16, 0.35], [0.25, -0.05, 0.17], [-0.05, -0.50, 0.01], [-0.85, 1.40, -0.12], [-0.14, -0.16, 0.33], [-0.10, 0.04, 0.05], [-0.49, -0.32, -0.04], [-2.07, 0.38, 2.31], [0.65, -1.48, -0.76], [0.34, 0.51, 0.40], [-0.12, -1.09, -0.04], [-0.56, 0.30, -0.57], [0.89, -0.09, -0.25], [0.10, 0.79, 0.40], [-0.01, -1.05, -0.03], [-0.52, -0.15, 0.70], [0.01, -0.53, -0.85], [-0.64, -0.23, 0.30], [-0.17, 3.30, 2.07], [-0.18, -1.66, -1.64], [1.30, -1.00, -0.81], [-0.47, -0.47, 0.98], [0.42, 0.49, -0.18], [0.28, 0.26, 0.37], [-0.05, -0.32, 0.43], [0.49, 0.32, -0.08], [0.21, 0.74, 0.23], [-0.21, 0.18, -0.36], [0.40, -0.05, 0.30], [-0.39, -0.52, 0.11], [0.31, -0.07, -0.44], [-0.31, 0.44, -0.10], [-0.47, 0.00, 0.05], [0.35, 0.17, -0.31], [-0.34, 0.32, 0.35], [0.34, -0.16, 0.30], [0.18, -0.50, -0.03], [-0.25, 0.62, -0.49], [0.08, 0.47, -0.07], [0.27, -0.41, -0.08], [-0.27, 0.14, 0.42], [0.13, 0.52, -0.18], [-0.05, -0.48, 0.34], [0.07, 0.52, 0.17], [0.10, 0.43, -0.26], [-0.07, -0.20, -0.41], [-0.30, 0.37, 0.10], [0.05, -0.32, -0.50], [0.53, 0.09, -0.09], [-0.14, 0.07, -0.55], [-0.08, 0.41, 0.09], [0.41, 0.03, 0.24], [0.55, 0.36, -0.02], [0.04, 0.52, -0.11], [-0.19, -0.37, 0.06], [0.23, -0.05, 0.14], [-0.19, 0.35, -0.32], [-0.10, -0.22, 0.13], [-0.31, -0.35, -0.02], [0.35, 0.20, -0.47], [-0.48, 0.21, 0.21], [0.48, 0.14, 0.19], [-0.02, 0.00, 0.00], [0.01, -0.10, 0.24], [0.14, -0.23, -0.03], [0.01, 0.05, -0.02], [0.27, 0.03, 0.23], [-0.79, -0.12, -0.07], [0.16, -0.06, -0.20], [0.10, 0.05, -0.47], [-0.36, 0.31, 0.29], [-0.10, -0.51, -0.20], [0.23, 0.10, 0.52], [-0.03, -0.02, -0.02], [0.25, -0.08, -0.02], [0.14, 0.23, -0.06], [-0.04, -0.01, 0.04], [0.08, 0.13, -0.19], [0.17, -0.25, 0.37], [-0.23, 0.02, -0.06], [-0.49, 0.05, 0.10], [0.38, 0.26, 0.31], [-0.19, -0.57, 0.10], [0.41, 0.15, -0.34], [-0.01, -0.02, 0.03], [-0.09, -0.03, -0.23], [-0.10, 0.24, -0.07], [0.06, -0.03, 0.05], [2.34, -1.06, -2.41], [-0.34, -0.01, -0.15], [-0.03, -0.09, -0.01], [-0.30, -0.33, -0.09], [0.31, 0.18, -0.39], [-0.49, 0.18, 0.21], [0.53, 0.17, 0.15], [-0.04, 0.02, -0.03], [0.01, -0.10, 0.23], [0.14, -0.23, -0.03], [0.02, 0.06, -0.01], [0.05, 0.17, -0.13], [-0.47, 0.15, 0.25], [-1.77, 0.91, 2.37], [0.18, -0.47, 0.09], [-0.47, 0.12, -0.12], [0.28, -0.09, 0.45], [-0.03, 0.43, -0.20], [-0.02, -0.03, 0.04], [0.22, 0.04, -0.08], [0.01, -0.08, -0.25], [-0.05, 0.04, 0.04], [0.09, -0.04, -0.27], [-0.21, -0.35, 0.46], [0.03, 0.27, -0.07], [0.13, 0.58, 0.07], [0.22, -0.46, 0.34], [-0.50, 0.20, 0.13], [0.07, -0.29, -0.42], [-0.02, 0.00, 0.03], [-0.03, 0.09, -0.26], [0.24, 0.09, -0.12], [-0.01, -0.05, 0.03], [0.26, 0.04, 0.02], [-0.39, -0.43, 0.02], [-0.02, 0.26, -0.04], [-0.24, 0.51, 0.06], [0.12, -0.38, 0.48], [-0.36, 0.00, -0.48], [0.49, -0.18, 0.00], [-0.04, 0.01, 0.01], [0.11, 0.12, -0.07], [0.15, 0.16, 0.16], [-0.02, -0.07, 0.01]],
  "smiles": "[H]/N=C(/C)C[C@@](C)(O[C@@](COC)(CC(=O)Br)[C@H](CSCC)NCCCOC)S(=O)(=O)F.O=S1(=O)OCCO1.O=S1(=O)OCCO1.O=S1(=O)OCCO1.O=S1(=O)OCCO1.O=S1(=O)OCCO1.O=S1(=O)OCCO1.O=S1(=O)OCCO1",
  "total_charge": 0,
  "lumo_energy_ev": 0.03,
  "homo_energy_ha": -0.3095,
  "energy_ha": -10181.430555
}